Entry 1:
Computed, not measured: a cluster of 2 separate species, C4H11NO in total, with ωB97M-V with the def2-TZVPD basis set.

Output
M: 89.1 g mol⁻¹
Gap between HOMO and LUMO: 10.966 eV
Strongest force on any atom: 2.23 eV/Å
Relative energy (zero: lowest compared OMol25 entry of this formula, charge and spin): 40.6 kcal/mol
DFT total energy: -7862.7937 eV
SMILES: C=NCCC.O
HOMO: -10.17 eV

Structure (ORCA input):
```
! wB97M-V def2-TZVPD RIJCOSX def2/J DEFGRID3
* xyz 0 1
C 1.727 -1.415 -0.577
C 1.069 -0.096 -1.024
C 0.640 0.724 0.143
C -0.982 0.714 1.801
N -0.447 0.000 0.889
H 1.115 -2.072 0.021
H 2.604 -1.232 0.061
H 2.085 -1.923 -1.467
H 1.679 0.408 -1.769
H 0.150 -0.468 -1.503
H 1.488 0.966 0.790
H 0.149 1.637 -0.221
H -0.420 1.566 2.199
H -1.809 0.260 2.334
H -2.765 0.722 0.037
H -2.865 -0.070 -1.199
O -3.418 0.281 -0.516
*
```

---

Entry 2:
Computed, not measured: the ion C4H11NO with charge +1, with ωB97M-V with the def2-TZVPD basis set.

Output
Expectation value of S²: 0.757
M: 89.1 g mol⁻¹
Gap between HOMO and LUMO (spin up / spin down): 11.687 / 5.432 eV
Strongest force on any atom: 7.36 eV/Å
Relative energy (zero: lowest compared OMol25 entry of this formula, charge and spin): 94.3 kcal/mol
DFT total energy: -7852.2509 eV
HOMO (spin up / spin down): -14.99 / -14.30 eV

Structure (ORCA input):
```
! wB97M-V def2-TZVPD RIJCOSX def2/J DEFGRID3
* xyz 1 2
C -2.301 1.437 -0.526
C -1.071 -0.522 0.113
N -1.052 0.797 -0.590
H -2.207 2.367 -1.030
H -3.173 0.915 -1.067
H -2.416 1.643 0.505
H -1.660 -1.310 -0.545
H -1.751 -0.347 1.076
H -0.500 0.409 -1.466
C 1.440 -0.602 -0.092
O 0.305 -1.205 0.294
C 2.559 -0.700 0.952
H 1.981 -1.112 -0.970
H 1.314 0.439 -0.272
H 2.596 -1.658 1.462
H 3.419 -0.520 0.315
H 2.518 -0.032 1.841
*
```

---

Entry 3:
Computed, not measured: a cluster of 2 separate species, C4H11NO2 in total, with ωB97M-V with the def2-TZVPD basis set.

Output
Expectation value of S²: 0.753
M: 105.1 g mol⁻¹
Gap between HOMO and LUMO (spin up / spin down): 2.888 / 7.323 eV
Strongest force on any atom: 3.48 eV/Å
Relative energy (zero: lowest compared OMol25 entry of this formula, charge and spin): 78.4 kcal/mol
DFT total energy: -9908.0407 eV
HOMO (spin up / spin down): 1.02 / -3.52 eV

Structure (ORCA input):
```
! wB97M-V def2-TZVPD RIJCOSX def2/J DEFGRID3
* xyz -1 2
C 1.696 -0.672 -0.881
N 1.295 0.848 -0.885
C -1.133 0.312 -0.468
C 0.162 1.194 -0.088
C 0.486 0.935 1.379
O 0.687 1.871 2.152
H 1.235 -1.151 -1.735
H 2.719 -0.764 -1.044
H 1.659 -1.135 0.121
H 0.960 1.214 -1.863
H -1.840 0.454 0.348
H -1.654 0.923 -1.285
H -0.882 -0.651 -0.944
H -0.157 2.340 -0.171
H 0.651 -0.137 1.660
H -1.719 -2.190 0.635
H -2.488 -1.432 1.509
O -1.676 -1.957 1.561
*
```

---

Entry 4:
Computed, not measured: a cluster of 2 separate species, C4H11NO2 in total, with ωB97M-V with the def2-TZVPD basis set.

Output
M: 105.1 g mol⁻¹
Gap between HOMO and LUMO (spin up / spin down): 8.175 / 8.175 eV
Strongest force on any atom: 1.54 eV/Å
Relative energy (zero: lowest compared OMol25 entry of this formula, charge and spin): 100.8 kcal/mol
DFT total energy: -9907.8697 eV
HOMO (spin up / spin down): -8.80 / -8.81 eV

Structure (ORCA input):
```
! wB97M-V def2-TZVPD RIJCOSX def2/J DEFGRID3
* xyz 0 1
C -0.343 -0.422 -0.352
C 0.979 0.910 -0.341
C -1.392 0.116 0.613
C -0.789 -0.489 -1.796
N 1.651 0.983 0.838
O 0.281 -1.525 0.044
O 1.298 -0.531 2.005
H 0.726 -1.297 1.000
H 2.238 -0.721 2.105
H 1.145 1.553 1.514
H 1.600 0.573 -1.167
H 0.319 1.748 -0.562
H -1.817 1.057 0.263
H -0.977 0.242 1.612
H -2.193 -0.625 0.675
H 0.030 -0.826 -2.430
H -1.598 -1.220 -1.870
H -1.159 0.473 -2.151
*
```

---

Entry 5:
Computed, not measured: an isolated molecule of C4H11NO2, with ωB97M-V with the def2-TZVPD basis set.

Output
M: 105.1 g mol⁻¹
Gap between HOMO and LUMO: 9.931 eV
Strongest force on any atom: 5.45 eV/Å
Relative energy (zero: lowest compared OMol25 entry of this formula, charge and spin): 94.2 kcal/mol
DFT total energy: -9908.1590 eV
SMILES: C[C@@H](O)ON(C)C
HOMO: -9.07 eV

Structure (ORCA input):
```
! wB97M-V def2-TZVPD RIJCOSX def2/J DEFGRID3
* xyz 0 1
C 2.456 -0.678 -0.512
C -1.881 -0.746 0.681
C -1.680 1.086 -0.819
C 1.275 -0.131 0.267
N -1.063 0.246 0.104
O 1.671 1.176 0.666
O 0.250 -0.276 -0.534
H 2.748 0.075 -1.282
H 3.345 -0.499 0.115
H 2.329 -1.628 -0.855
H -1.349 -1.449 1.241
H -2.452 -0.270 1.473
H -2.542 -1.424 -0.073
H -0.936 1.598 -1.317
H -2.189 0.534 -1.608
H -2.420 1.828 -0.279
H 1.272 -0.688 1.190
H 1.167 1.247 1.543
*
```

---

Entry 6:
Computed, not measured: a cluster of 2 separate species, C4H11NO2 in total, with ωB97M-V with the def2-TZVPD basis set.

Output
M: 105.1 g mol⁻¹
Gap between HOMO and LUMO: 5.563 eV
Strongest force on any atom: 4.67 eV/Å
Relative energy (zero: lowest compared OMol25 entry of this formula, charge and spin): 179.3 kcal/mol
DFT total energy: -9904.4660 eV
HOMO: -8.84 eV

Structure (ORCA input):
```
! wB97M-V def2-TZVPD RIJCOSX def2/J DEFGRID3
* xyz 0 1
C -2.106 0.370 -0.459
N -0.628 0.768 -0.856
C 0.321 0.906 0.121
C 0.299 -0.240 1.156
C 0.357 -1.518 0.259
O -2.325 -0.708 0.167
H -2.394 1.223 0.206
H -2.646 0.603 -1.397
H 0.451 1.905 0.551
H 1.417 0.659 -0.389
H -0.644 -0.449 1.652
H 1.221 -0.167 1.731
H 1.008 -1.358 -0.600
H 0.820 -2.383 0.737
H -0.591 -1.710 -0.273
H -0.709 1.673 -1.300
H 3.528 0.346 -0.518
O 2.621 0.080 -0.790
*
```

---

Entry 7:
Computed, not measured: an isolated molecule of C4H11NO2, with ωB97M-V with the def2-TZVPD basis set.

Output
M: 105.1 g mol⁻¹
Gap between HOMO and LUMO: 10.395 eV
Strongest force on any atom: 3.91 eV/Å
Relative energy (zero: lowest compared OMol25 entry of this formula, charge and spin): 55.2 kcal/mol
DFT total energy: -9909.8484 eV
SMILES: C[C@H](O)CNCO
HOMO: -9.48 eV

Structure (ORCA input):
```
! wB97M-V def2-TZVPD RIJCOSX def2/J DEFGRID3
* xyz 0 1
C -0.574 0.628 0.239
C -0.165 -0.707 0.857
C -0.897 -0.888 2.145
O 1.322 -0.815 1.064
N -0.381 0.674 -1.236
C 0.950 0.633 -1.839
O 1.062 1.188 -3.130
H -1.691 0.755 0.554
H 0.012 1.465 0.708
H -0.312 -1.653 0.244
H -1.977 -1.287 2.004
H -0.501 -1.807 2.746
H -0.916 -0.006 2.772
H 1.815 0.007 0.900
H -0.800 -0.259 -1.459
H 1.264 -0.489 -1.967
H 1.674 1.158 -1.204
H 0.116 1.403 -3.399
*
```

---

Entry 8:
Computed, not measured: a cluster of 2 separate species, C4H11NO2 in total, with ωB97M-V with the def2-TZVPD basis set.

Output
M: 105.1 g mol⁻¹
Gap between HOMO and LUMO: 10.164 eV
Strongest force on any atom: 2.04 eV/Å
Relative energy (zero: lowest compared OMol25 entry of this formula, charge and spin): 16.4 kcal/mol
DFT total energy: -9911.5289 eV
SMILES: CC(=O)O.CCN
HOMO: -9.50 eV

Structure (ORCA input):
```
! wB97M-V def2-TZVPD RIJCOSX def2/J DEFGRID3
* xyz 0 1
C 1.360 -1.582 -1.047
C 2.628 -1.350 -0.301
O 2.501 -1.673 1.000
O 3.558 -0.698 -0.700
H 0.521 -1.823 -0.404
H 1.408 -2.315 -1.849
H 0.981 -0.677 -1.515
C -1.460 1.745 0.553
C -2.107 1.051 -0.624
N -1.028 0.886 1.681
H -0.588 2.311 0.293
H -2.158 2.468 0.989
H -3.022 0.530 -0.398
H -1.433 0.302 -1.053
H 3.314 -1.533 1.514
H -1.809 0.303 1.952
H -0.302 0.279 1.310
H -2.366 1.775 -1.401
*
```